Record 1
Density functional theory data (ωB97M-V/def2-TZVPD) for an isolated molecule of C8H16N2O3.

Calculated values
* multiplicity: 1
* ΔE to the lowest compared entry with this formula, charge and spin: 2.8674 eV
* LUMO energy: 0.015 Ha
* SMILES: CC(C)C[C@H](NC(=O)CN)C(=O)O
* max |F|: 0.0733 hartree/bohr
* net charge: 0
* frontier orbital gap: 10.127 eV

Atoms and positions in Å:
H 0.269521 2.159965 0.879225
H 1.571104 3.355412 0.254846
H 1.662119 -0.709448 1.411815
O 0.383391 -3.304962 0.119096
C 1.174031 -2.275613 -0.245319
H -3.396735 -0.519936 1.262855
H 1.301884 0.724481 -2.026271
C 0.505926 -0.981824 -1.002038
H 1.067260 0.764614 2.184575
H 2.584340 -0.247874 -1.380465
C 1.795548 0.424068 1.499833
H 0.105401 -1.328992 -1.980331
O -1.571013 -2.228451 0.603460
H 2.982176 1.457055 -0.206861
N -0.776688 -0.445143 -0.435053
H 0.510454 2.354420 -0.943804
C 0.998420 2.374160 0.086395
O 2.352700 -2.293754 0.055160
H -0.606729 -3.209860 -0.031074
H -3.846888 1.418665 -0.483006
N -2.847619 1.027837 -0.271381
H -0.980729 0.499470 -0.734358
C 1.892259 1.097005 0.061892
H 2.651468 0.601418 2.051132
C 1.560822 0.106735 -1.182088
H -2.695143 1.565364 0.602954
H -3.830427 -0.853246 -0.454321
C -1.770288 -1.114421 0.094305
C -3.046554 -0.417135 0.208829

Cartesian forces, eV/Å:
H -0.142 0.803 -0.429
H -0.974 -1.534 -0.176
H 0.396 1.814 0.331
O 1.664 -0.212 -1.407
C -0.757 -0.185 0.930
H 0.178 0.168 -0.756
H -0.230 0.361 -0.347
C -0.239 -1.545 0.334
H -1.522 0.749 0.065
H -0.870 -0.843 -0.240
C -0.100 -2.374 -2.562
H 1.063 -0.166 0.243
O -2.644 0.441 -0.187
H -1.952 -0.886 0.911
N 2.094 1.074 -0.847
H 0.243 0.841 1.395
C 0.245 -0.254 -1.353
O -1.247 0.194 -0.994
H 1.269 0.803 0.413
H 2.298 -1.072 0.044
N -3.393 0.574 1.536
H -0.184 -0.046 -0.147
C 0.761 0.309 0.047
H 2.249 0.082 0.853
C 0.941 1.040 1.702
H 0.436 -0.266 -0.663
H 0.769 -0.062 0.526
C 1.475 -1.704 1.213
C -1.829 1.896 -0.435



Record 2
Density functional theory data (ωB97M-V/def2-TZVPD) for a structure of composition C8H16N2O4S.

Calculated values
* multiplicity: 1
* ΔE to the lowest compared entry with this formula, charge and spin: 5.1568 eV
* LUMO energy: 0.002 Ha
* max |F|: 0.1504 hartree/bohr
* net charge: 0
* frontier orbital gap: 8.924 eV

Atoms and positions in Å:
N 0.199940 0.450755 -0.116294
H -3.537819 -2.450248 1.310761
H -1.717136 -1.160887 -0.527293
S -4.082364 -0.925668 -0.628743
H 5.069126 -1.846763 -0.208871
H 2.564739 -1.429957 -1.260548
C 3.303447 -0.963110 -0.674178
C 2.439419 -0.409459 0.485480
H 1.591418 2.606242 -0.222370
C -0.192782 2.722806 0.129090
O 1.096181 3.277836 0.209965
O 3.877331 -2.209829 -0.172798
H -2.621135 1.762395 -0.834245
C -0.630401 1.442993 -0.749677
H -5.179559 -1.288951 1.472293
H -3.588016 -0.571957 1.999457
H -0.408419 1.653466 -1.736856
C -2.400919 -0.428226 -1.025402
H 2.394696 -1.975970 1.608437
H -2.349581 0.932696 0.517696
C -1.993919 0.963606 -0.529796
H 2.981883 0.147718 1.196293
H 1.322747 -2.084055 0.399385
O 2.087665 1.421057 -0.973227
O -1.015496 3.222176 0.879557
H 4.030764 -0.212187 -0.907586
C -4.078137 -1.291815 1.108056
H -0.267254 0.108061 0.696888
C 1.569001 0.495943 -0.339336
N 1.743448 -1.388427 1.067266
H -2.208856 -0.570238 -2.173394

Cartesian forces, eV/Å:
N 2.600 -0.308 -2.056
H -1.779 3.384 -0.431
H -0.488 0.368 -0.511
S -0.323 0.694 -0.424
H -5.499 -2.430 0.481
H -0.671 0.627 -2.330
C 0.351 -1.660 3.250
C 0.847 1.664 -4.321
H 1.865 -0.550 -1.299
C -1.623 2.665 2.013
O -3.711 -0.348 0.301
O 7.231 2.718 -0.373
H -1.128 0.470 -1.035
C 2.196 0.953 3.335
H 1.791 -0.438 -0.918
H -0.888 -1.478 -2.936
H 0.684 -0.085 -2.165
C 1.875 -0.668 -1.565
H -0.575 0.353 -0.163
H 1.080 0.232 0.127
C -2.809 0.255 1.180
H 0.771 0.927 0.746
H 0.468 1.119 0.669
O 0.009 -1.770 -1.169
O 0.538 -0.874 -1.163
H 0.052 0.024 -1.341
C 1.132 -1.840 4.147
H 0.728 -0.915 0.599
C -1.453 1.660 2.736
N -2.600 -4.974 2.581
H -0.671 0.224 2.035



Record 3
Density functional theory data (ωB97M-V/def2-TZVPD) for an isolated molecule of C8H16N2Si.

Calculated values
* expectation value of S²: 2.01
* multiplicity: 3
* ΔE to the lowest compared entry with this formula, charge and spin: 0.0000 eV
* LUMO energy (spin up / spin down): 0.032 / -0.061 Ha
* max |F|: 0.1431 hartree/bohr
* net charge: 0
* frontier orbital gap (spin up / spin down): 4.620 / 8.070 eV

Atoms and positions in Å:
H -2.329308 0.443499 -0.937445
H -1.663271 -2.217863 -0.567852
H -1.277343 1.567924 -1.643307
H -0.612333 0.959636 3.644032
H 1.124450 -0.627914 -3.409333
H 0.251361 -0.080852 2.566278
C 0.342898 0.828111 3.052326
H -0.700649 -2.051965 0.969609
H 2.143160 0.650481 -0.578619
C 0.717252 1.558900 0.699589
H -0.319659 -3.234565 -0.235201
C 0.809184 -1.358005 -2.672005
N 0.419419 2.620803 -0.037563
C -0.137957 3.081489 2.053874
C -0.142362 3.500555 0.769309
H 1.037892 0.839945 3.816813
H -0.380788 4.542070 0.437871
C -1.439869 0.492435 -1.579619
H -1.801328 0.109594 -2.560369
H 1.416557 -2.134813 -2.528450
Si 0.036891 -0.758889 -1.077598
C 1.367396 0.202220 -0.045927
H -0.111756 -1.858476 -3.033512
H -0.600739 3.596828 2.887681
C -0.702863 -2.196493 -0.088913
H 1.772660 -0.471612 0.705386
N 0.241015 1.788497 1.941183

Cartesian forces, eV/Å:
H 0.243 -0.410 0.217
H -1.073 -0.121 0.463
H 0.717 -0.197 -0.194
H 0.605 -0.243 -0.584
H 0.133 0.034 0.118
H 0.187 -2.197 -0.445
C -4.137 2.129 -0.999
H -0.521 0.397 0.657
H 1.246 0.445 -1.240
C 3.040 -3.267 -3.500
H 0.228 0.885 -0.174
C -3.884 2.041 -0.157
N -0.933 2.642 -1.714
C -0.086 0.435 5.010
C 0.521 2.829 -6.771
H 2.539 0.549 0.933
H 0.138 -1.221 0.133
C 0.011 -1.359 -0.056
H 0.218 0.364 0.367
H 3.031 -2.822 0.508
Si 0.079 2.141 0.121
C -3.370 1.822 2.860
H 0.233 0.205 -0.550
H 0.067 -0.725 0.116
C 1.044 -0.747 -1.324
H 0.177 0.027 0.166
N -0.453 -3.635 6.041



Record 4
Density functional theory data (ωB97M-V/def2-TZVPD) for the ion C8H16N3 with charge +1.

Calculated values
* multiplicity: 1
* ΔE to the lowest compared entry with this formula, charge and spin: 4.7612 eV
* LUMO energy: -0.200 Ha
* SMILES: CC/N=C/C=[N+]=NC(C)(C)C
* max |F|: 0.0789 hartree/bohr
* net charge: +1
* frontier orbital gap: 8.381 eV

Atoms and positions in Å:
H -2.762834 -2.095247 0.939461
H -0.094987 2.070215 0.302657
H -0.596887 -1.649374 2.797208
N -0.685735 0.823136 -1.641484
H 1.152158 2.912071 -0.726823
H -1.791047 -0.331237 2.248617
H 2.760492 1.689487 -2.348977
H -1.225440 -2.788638 0.931343
C 1.001982 2.147888 0.044453
C 1.391283 0.878484 -0.548514
H 1.635392 -1.250122 -0.054140
C -1.776600 -1.925297 0.990199
C 2.674530 0.917564 -1.517030
N -1.490770 -1.039610 -0.054084
N 0.374164 0.358655 -1.373061
H 2.860193 -0.076616 -1.790044
C -1.611832 -1.341195 2.490588
H 2.773653 -0.251148 0.692553
H -2.361710 -1.923302 3.057313
H 1.094979 -0.349010 1.270192
H -2.417509 1.090891 -2.509306
C 1.746262 -0.294361 0.414065
H 1.425576 2.357570 0.970407
H 3.572421 1.099132 -0.979820
C -1.900644 0.549673 -1.743509
C -2.345547 -0.644684 -0.894874
H -3.401544 -0.934926 -0.967391

Cartesian forces, eV/Å:
H -3.766 -1.497 -0.217
H 0.896 0.369 -0.316
H -0.492 0.879 0.290
N 1.007 -0.216 0.304
H -0.134 0.306 0.601
H -0.156 1.476 1.201
H -0.964 -1.197 0.817
H 1.327 -2.117 -0.463
C -2.658 0.857 -0.571
C 2.897 -1.245 -0.380
H -0.155 -0.504 -0.682
C 0.592 1.259 2.235
C -0.632 1.726 -0.125
N 0.734 1.768 -1.200
N -0.449 -1.045 -1.497
H -0.150 -1.373 -1.302
C 0.790 -2.647 -2.509
H 0.679 0.456 0.435
H 0.352 0.937 -0.003
H -0.198 0.392 0.413
H -0.745 0.014 -0.069
C -0.746 0.068 -0.094
H 1.355 0.556 1.312
H 0.502 0.629 1.322
C -0.554 -0.966 -0.207
C 0.380 1.181 0.702
H 0.289 -0.067 0.003



Record 5
Density functional theory data (ωB97M-V/def2-TZVPD) for a structure of composition C8H16N3.

Calculated values
* multiplicity: 1
* ΔE to the lowest compared entry with this formula, charge and spin: 3.5115 eV
* LUMO energy: -0.161 Ha
* max |F|: 0.0855 hartree/bohr
* net charge: +1
* frontier orbital gap: 6.378 eV

Atoms and positions in Å:
H -1.387419 1.251886 1.730660
H 1.947321 -1.308154 2.734941
C -1.474538 1.486047 0.664726
C -0.170729 -1.869639 0.113709
H -0.268221 -1.147027 2.171169
H 1.178351 2.348423 -0.268192
H -2.308308 0.962279 0.220977
H 0.570540 -2.547138 -0.462266
C -1.664116 2.919044 0.161212
H -1.900944 2.881835 -0.924745
C 0.401469 -1.599753 1.440418
C -0.104723 -0.345528 -0.625569
N 1.631303 -1.732064 1.842408
H -1.587588 -3.291413 0.467694
C 0.849239 1.355489 -0.328238
N -1.503447 -2.315111 0.228511
C 1.268812 0.194364 -0.912766
H 2.756978 -1.253006 -0.976438
H 2.311749 -0.803992 -2.512277
C 2.416974 -0.356656 -1.483208
H 2.314596 -2.148484 1.220313
H -1.974074 -2.228348 -0.714941
H -0.754628 3.565439 0.340998
N -0.290228 0.876486 0.162470
H -2.492250 3.261026 0.858133
H -0.548666 -0.378936 -1.575175
H 3.297006 0.227300 -1.564028

Cartesian forces, eV/Å:
H -0.971 1.049 0.195
H -0.297 -0.641 -0.869
C 0.121 -0.055 -0.679
C 2.300 0.936 -1.243
H -0.057 -0.162 -0.097
H 0.585 1.186 0.153
H -0.397 -0.540 0.361
H -1.033 0.992 0.467
C 0.148 0.368 1.772
H -0.097 0.318 0.895
C 0.051 0.873 1.071
C 2.072 -2.048 1.897
N -0.636 0.535 -0.288
H 0.105 -0.202 0.207
C 2.312 -0.878 -1.155
N -1.735 0.041 -1.855
C -1.680 2.185 1.183
H 0.176 -0.437 0.633
H -0.341 0.676 0.548
C 1.940 -2.831 -2.747
H 0.202 0.111 0.113
H 0.580 -0.020 1.573
H -1.066 -0.614 -0.189
N -1.982 -2.026 0.478
H 0.723 0.328 -1.474
H -1.615 -0.271 -1.102
H 0.591 1.124 0.153



Record 6
Density functional theory data (ωB97M-V/def2-TZVPD) for an isolated molecule of C8H16N3OP.

Calculated values
* multiplicity: 1
* ΔE to the lowest compared entry with this formula, charge and spin: 3.6865 eV
* LUMO energy: 0.003 Ha
* max |F|: 0.0870 hartree/bohr
* net charge: 0
* frontier orbital gap: 8.941 eV

Atoms and positions in Å:
C 1.146091 -0.420826 -1.586664
H -0.605849 -3.168483 1.558946
C -0.190480 -2.088753 1.100242
C 1.283635 0.570185 -0.472751
P -1.248261 -1.110314 -1.069184
H 0.200288 3.576792 -1.046822
C 0.591918 2.914091 -0.166121
C 0.691138 -2.451107 -0.158714
H 1.626002 -0.111782 0.301076
H 1.674470 3.030165 -0.231762
H -1.626390 -0.350607 2.529895
H 0.709948 -0.123904 -2.515377
H -2.414409 0.315607 0.966319
C -0.028564 1.451664 -0.196124
H 0.205796 0.692216 1.892443
O -2.313366 -1.767600 -1.757543
H 2.119847 -0.927329 -2.062348
H -0.924897 1.824847 1.714640
N -0.954011 1.318217 -1.289588
H 0.499091 -3.581549 -0.257258
H -1.876904 1.592405 -0.992563
H 1.835719 -2.467268 -0.044939
H 1.992516 1.215279 -0.729784
N 0.337459 -1.610446 -1.292946
N -1.252602 -1.286369 0.635751
C -1.578174 -0.095360 1.362203
C -0.518914 1.041675 1.260242
H 0.363763 -1.451687 1.820424
H 0.255139 3.470241 0.728306

Cartesian forces, eV/Å:
C 2.262 -2.671 -2.535
H 1.223 3.012 -0.728
C 0.698 -2.043 1.052
C -3.138 -2.869 -0.348
P 1.931 2.659 2.225
H 0.474 -1.436 1.334
C -2.043 1.861 -0.892
C 1.368 -2.137 0.687
H -0.058 0.729 0.941
H -0.090 -0.492 0.189
H -0.540 0.552 -2.546
H -0.374 1.227 -0.398
H -3.242 0.770 -0.653
C 2.683 -0.389 1.597
H 2.745 -0.331 1.146
O -1.867 -0.546 -1.550
H -1.243 1.526 1.670
H -1.872 3.580 1.927
N -0.162 -3.815 0.214
H -0.010 1.703 -0.927
H -0.539 0.229 0.169
H -1.650 0.569 0.262
H 3.294 2.356 -0.837
N -1.053 -0.334 0.241
N -1.178 0.400 -1.672
C 2.896 -0.211 3.056
C -0.675 -2.610 -3.474
H -0.020 -1.007 0.092
H 0.181 -0.282 -0.243



- Which formula does entry 4 have?
  C8H16N3